[1]
DFT (wB97M-V/def2-TZVPD) results for a 2-piece molecular cluster, C2H2N2O3 overall.

Properties
ΔE to the lowest compared entry with this formula, charge and spin: 385.40 kJ/mol
SMILES string: [O-][N+]#CO.N=C=O
Max |F|: 0.0672 hartree/bohr
LUMO energy: 0.20 eV
Frontier orbital gap: 0.3407 Eh

Positions of all 9 atoms, in Å:
O 2.499631 0.034578 -1.180553
N 1.352335 -0.053657 -1.499836
C 0.201184 0.113053 -1.570920
O -1.070094 -0.003943 -1.856021
H -1.711685 0.315921 -1.237276
N 0.188509 0.088377 2.309882
C -0.585935 -0.037485 1.409368
O -1.555614 0.085063 0.789303
H 0.681669 -0.541906 2.836052

Forces on the atoms, in the same order (eV/Å):
2.3532 -0.2920 0.0038
-3.3705 0.7093 0.3060
0.1425 -0.0846 0.3585
0.9297 -0.8540 -2.2351
0.0259 0.4526 1.3219
-0.1044 1.3037 -1.2141
-0.6023 0.5834 2.0719
-0.8244 -0.1897 -1.7451
1.4503 -1.6286 1.1323

How is the electron density shared among the atoms? According to Mulliken, the charges in e are: -0.671 0.551 0.218 -0.478 0.405 -0.364 0.546 -0.480 0.273

***

[2]
DFT (wB97M-V/def2-TZVPD) results for C4H7FS as an isolated structure.

Properties
ΔE to the lowest compared entry with this formula, charge and spin: 466.94 kJ/mol
Max |F|: 0.1744 hartree/bohr
LUMO energy: 0.52 eV
Frontier orbital gap: 0.3310 Eh

Positions of all 13 atoms, in Å:
C -0.837814 1.028034 -0.336450
C 0.428781 0.883240 0.488409
C 1.424524 -0.149921 0.186420
C 2.599451 0.031751 -0.312594
H -3.221657 0.298453 0.631703
H -0.365767 0.788507 -1.331466
H -1.434990 1.778759 -0.298696
H 0.744943 1.941180 0.475647
H 0.055811 0.711322 1.463949
H 3.117459 1.184606 -0.039572
H 3.479781 -0.527995 -0.790363
F 0.531274 -1.256058 0.162414
S -1.802918 -0.351808 -0.107978

Forces on the atoms, in the same order (eV/Å):
5.9212 -6.1524 -2.7446
-0.2981 4.1791 2.0283
-4.1691 -0.3729 -1.0319
5.7997 2.8031 -0.1996
3.3362 -1.2581 -1.8040
-1.1364 1.1924 -0.0157
-2.7303 5.5657 0.3243
1.0870 -0.5606 0.2478
-0.0755 -0.1673 1.4802
-2.1490 -3.3274 -0.9792
-2.1711 0.0311 0.9927
3.0376 -0.4879 -0.4406
-6.4524 -1.4449 2.1424

How is the electron density shared among the atoms? According to Mulliken, the charges in e are: -0.793 -0.589 0.585 -0.735 0.088 0.238 0.566 0.334 0.335 0.177 0.298 -0.267 -0.237